[1]
An isolated ion of composition C3H9N4 and charge +1 at a distorted geometry. Source: the OMol25 dataset; level of theory: the ωB97M-V functional and the def2-TZVPD basis.

```
! wB97M-V def2-TZVPD RIJCOSX def2/J DEFGRID3
* xyz 1 1
H 3.677 -1.846 0.375
N 2.736 -1.501 0.153
N 2.575 -0.282 0.288
N 1.346 0.251 0.078
C 1.348 1.638 -0.055
C 0.213 -0.609 0.060
N -0.968 -0.174 -0.249
C -2.167 -0.873 -0.300
H 2.003 1.948 -0.805
H 0.318 1.937 -0.330
H 1.681 2.137 0.865
H 0.547 -1.573 0.082
H -1.131 0.795 -0.517
H -2.296 -1.492 -1.236
H -2.749 0.035 -0.285
H -2.110 -1.486 0.628
*
```

The calculation puts the gap between HOMO and LUMO at 9.2 eV. As for the SMILES: [H]/N=N/N(C)/C=[NH+]/C.

Atom-resolved charges from Löwdin, all expressed in e: 0.10 0.12 -0.01 -0.15 -0.02 0.06 -0.01 -0.03 0.09 0.10 0.12 0.11 0.15 0.14 0.11 0.13

---

[2]
C32H42Cl2IrN3O2Sb as an isolated structure. Source: the OMol25 dataset; level of theory: the ωB97M-V functional and the def2-TZVPD basis.

```
! wB97M-V def2-TZVPD RIJCOSX def2/J DEFGRID3
* xyz 2 6
Ir 1.102 -1.619 -0.239
Cl 6.644 -3.138 3.973
C 5.621 -2.578 2.749
C 6.124 -2.359 1.473
C 5.231 -1.910 0.518
Cl 5.762 -1.635 -1.075
C 3.845 -1.683 0.801
O 3.077 -1.278 -0.153
C 3.340 -1.873 2.156
C 2.031 -1.552 2.557
O 1.052 -1.107 1.783
C 4.260 -2.337 3.092
H 7.159 -2.544 1.233
H 1.785 -1.631 3.613
H 3.960 -2.511 4.116
C 3.085 1.864 2.428
C 3.284 2.451 1.034
C 4.547 1.896 0.388
C 3.362 3.974 1.089
Sb 1.541 1.824 -0.163
C -0.366 2.606 0.657
C -1.352 2.806 -0.485
C -0.876 1.555 1.637
C -0.105 3.927 1.369
C 1.909 2.085 -2.324
C 0.634 1.819 -3.111
C 2.974 1.064 -2.714
C 2.396 3.517 -2.526
H 3.930 2.167 3.053
H 3.052 0.775 2.415
H 2.178 2.231 2.911
H 5.387 2.099 1.059
H 4.772 2.386 -0.560
H 4.500 0.823 0.223
H 4.273 4.234 1.636
H 2.528 4.424 1.620
H 3.440 4.431 0.103
H -1.527 1.894 -1.056
H -1.043 3.598 -1.167
H -2.310 3.106 -0.052
H -1.087 0.600 1.152
H -1.809 1.923 2.072
H -0.176 1.366 2.450
H 0.314 4.688 0.711
H 0.538 3.809 2.239
H -1.068 4.303 1.728
H 0.250 0.811 -2.941
H 0.879 1.888 -4.174
H -0.152 2.544 -2.910
H 2.625 0.039 -2.575
H 3.906 1.184 -2.165
H 3.198 1.195 -3.776
H 1.680 4.261 -2.173
H 2.530 3.683 -3.599
H 3.360 3.697 -2.049
N -5.902 -3.196 -0.078
C -7.202 -2.888 -0.393
C -8.416 -3.512 -0.094
C -9.546 -2.908 -0.589
C -9.487 -1.723 -1.356
C -8.292 -1.114 -1.647
C -7.126 -1.713 -1.153
N -5.815 -1.324 -1.294
C -5.119 -2.223 -0.646
C -3.675 -2.168 -0.555
C -2.901 -3.076 0.167
C -1.532 -2.934 0.195
N -0.896 -1.943 -0.450
C -1.641 -1.069 -1.163
C -3.003 -1.143 -1.237
H -5.603 -3.992 0.458
H -8.466 -4.419 0.492
H -10.513 -3.349 -0.389
H -10.410 -1.294 -1.720
H -8.241 -0.210 -2.236
H -3.341 -3.896 0.716
H -0.914 -3.620 0.755
H -1.092 -0.303 -1.694
H -3.573 -0.433 -1.818
C 1.570 -3.578 -0.548
H 2.622 -3.672 -0.809
H 0.958 -3.989 -1.352
H 1.362 -4.103 0.386
*
```

The calculation puts the gap between HOMO and LUMO (alpha / beta) at 6.4 / 4.1 eV.

Atom-resolved charges from Löwdin, all expressed in e: 1.32 0.85 -0.62 -0.11 -0.56 0.84 -0.36 -0.28 -0.17 -0.20 -0.29 0.00 0.12 0.14 0.13 -0.09 -0.67 -0.10 -0.09 1.81 -0.68 -0.10 -0.12 -0.10 -0.69 -0.11 -0.11 -0.09 0.11 0.06 0.08 0.11 0.08 0.04 0.11 0.06 0.08 0.06 0.08 0.11 0.06 0.11 0.07 0.09 0.07 0.11 0.06 0.11 0.07 0.06 0.06 0.11 0.09 0.11 0.07 0.18 -0.18 -0.01 -0.06 -0.06 0.00 -0.21 0.19 -0.29 -0.09 0.03 -0.09 -0.16 -0.12 0.03 0.16 0.12 0.11 0.11 0.12 0.12 0.12 0.08 0.13 -0.18 0.02 0.03 0.03